[1]
This record from OMol25 describes a cluster of 11 separate species, C48H42BN10O20 in total. The level of theory is wB97M-V/def2-TZVPD.

Output
- Total charge: -2
- Orbital gap (spin up / spin down): 2.57 / 6.35 eV
- ⟨S²⟩: 0.767
- Multiplicity: 2

Positions of all 121 atoms, in Å:
O1 8.38 18.28 6.92
C1 9.10 17.28 6.95
O2 10.42 17.21 6.99
B1 10.83 15.78 7.16
O3 9.58 15.00 7.19
C2 8.51 15.86 7.10
O4 7.34 15.57 7.29
O5 11.71 15.55 8.29
C3 12.95 15.30 7.89
O6 13.90 15.11 8.65
C4 12.84 15.19 6.33
O7 11.60 15.45 5.96
O8 13.74 14.85 5.61
C5 16.42 12.65 6.51
C6 15.38 12.21 7.37
N1 14.52 11.83 8.04
H1 16.80 11.83 5.89
H2 17.23 12.96 7.18
H3 16.03 13.43 5.86
C7 7.41 12.23 8.61
C8 6.21 11.61 8.02
N2 5.31 11.11 7.55
H4 7.28 13.24 9.00
H5 8.16 12.22 7.81
H6 7.66 11.63 9.49
C9 7.29 21.07 6.67
C10 8.05 21.05 7.92
N3 8.61 21.03 8.94
H7 6.58 21.89 6.60
H8 6.60 20.22 6.70
H9 7.88 21.03 5.76
C11 10.20 11.94 5.64
C12 10.84 11.70 6.96
N4 11.33 11.57 7.96
H10 9.52 11.11 5.45
H11 11.00 12.11 4.93
H12 9.58 12.83 5.76
C13 15.49 14.11 1.09
C14 14.73 14.19 2.28
C15 13.39 13.95 2.16
C16 12.68 13.82 0.98
C17 13.49 13.57 -0.15
C18 14.86 13.74 -0.10
N5 11.28 13.76 0.95
O9 10.74 13.38 -0.10
O10 10.75 14.23 1.93
H13 16.55 14.30 1.10
H14 15.20 14.20 3.25
H15 12.82 14.17 3.05
H16 13.01 13.43 -1.11
H17 15.44 13.58 -1.00
C19 12.34 19.23 5.14
C20 13.54 19.78 4.68
C21 13.58 21.00 4.07
C22 12.45 21.80 4.06
C23 11.28 21.34 4.75
C24 11.22 20.03 5.29
N6 12.41 23.19 3.59
O11 13.46 23.79 3.42
O12 11.30 23.59 3.24
H18 12.23 18.24 5.54
H19 14.32 19.05 4.50
H20 14.50 21.28 3.57
H21 10.39 21.95 4.73
H22 10.36 19.55 5.72
C25 17.08 16.23 6.11
C26 16.83 15.96 4.78
C27 17.94 15.53 4.04
C28 19.24 15.46 4.66
C29 19.43 15.74 6.00
C30 18.31 16.06 6.71
N7 20.31 14.91 3.80
O13 21.49 14.90 4.22
O14 20.05 14.63 2.65
H23 16.28 16.53 6.77
H24 15.87 16.13 4.30
H25 17.75 15.28 3.00
H26 20.38 15.58 6.49
H27 18.46 16.17 7.77
C31 11.87 19.97 9.89
C32 12.04 20.56 11.15
C33 12.86 19.88 12.06
C34 13.48 18.66 11.75
C35 13.38 18.14 10.45
C36 12.56 18.81 9.52
N8 14.29 18.01 12.81
O15 14.21 18.53 13.93
O16 14.82 16.93 12.62
H28 11.33 20.45 9.09
H29 11.66 21.54 11.40
H30 12.94 20.26 13.07
H31 13.77 17.17 10.16
H32 12.44 18.33 8.56
C37 6.84 16.01 10.75
C38 7.32 17.27 10.37
C39 8.37 17.92 11.09
C40 8.68 17.43 12.35
C41 8.18 16.17 12.78
C42 7.33 15.48 11.99
N9 9.55 18.20 13.29
O17 9.70 17.76 14.36
O18 10.01 19.28 12.93
H33 6.13 15.46 10.15
H34 6.91 17.72 9.48
H35 8.70 18.88 10.73
H36 8.50 15.72 13.70
H37 7.05 14.48 12.31
C43 6.01 13.87 4.51
C44 7.27 13.79 3.92
C45 7.53 13.02 2.79
C46 6.49 12.24 2.23
C47 5.20 12.38 2.79
C48 5.00 13.18 3.91
N10 6.71 11.40 1.07
O19 7.54 11.85 0.27
O20 5.97 10.46 0.83
H38 5.81 14.50 5.36
H39 8.07 14.34 4.40
H40 8.47 13.15 2.28
H41 4.36 11.90 2.31
H42 4.01 13.32 4.32

[2]
This record from OMol25 describes a structure of composition C32H42GeN4O2S2V. The level of theory is wB97M-V/def2-TZVPD.

Output
- Total charge: +3
- Orbital gap (spin up / spin down): 5.70 / 5.80 eV
- ⟨S²⟩: 2.022
- Relative energy (zero: lowest compared OMol25 entry of this formula, charge and spin): 52.0 kJ/mol
- Multiplicity: 3

Positions of all 84 atoms, in Å:
V1 2.05 -0.72 0.34
S1 -0.27 -1.30 -0.03
C1 -1.08 -0.12 0.98
N1 -2.36 -0.08 1.05
C2 -3.01 0.91 1.95
C3 -2.20 1.04 3.20
N2 -0.81 1.38 2.84
C4 -0.15 2.36 3.75
C5 -0.82 3.70 3.64
C6 -0.73 4.43 2.46
C7 -1.36 5.67 2.36
C8 -2.06 6.18 3.45
C9 -2.14 5.45 4.63
C10 -1.53 4.21 4.72
C11 -0.27 0.87 1.78
S2 1.30 1.33 1.24
C12 -3.31 -0.98 0.33
C13 -4.04 -1.86 1.31
C14 -5.40 -1.69 1.51
C15 -6.07 -2.51 2.41
C16 -5.38 -3.47 3.12
C17 -4.01 -3.64 2.93
C18 -3.34 -2.83 2.02
H1 -4.01 0.54 2.18
H2 -3.09 1.86 1.41
H3 -2.19 0.12 3.79
H4 -2.59 1.85 3.81
H5 0.91 2.40 3.50
H6 -0.26 1.95 4.75
H7 -0.16 4.06 1.62
H8 -1.28 6.25 1.45
H9 -2.53 7.15 3.38
H10 -2.67 5.86 5.48
H11 -1.58 3.66 5.65
H12 -2.74 -1.56 -0.40
H13 -4.00 -0.32 -0.20
H14 -5.95 -0.95 0.94
H15 -7.14 -2.39 2.56
H16 -5.90 -4.11 3.82
H17 -3.47 -4.40 3.47
H18 -2.28 -2.98 1.85
O1 3.03 -1.26 -1.16
N3 4.21 -1.83 -0.92
N4 4.56 -1.67 0.27
O2 3.77 -0.96 1.09
C19 5.78 -2.23 0.78
C20 6.30 -1.71 1.96
C21 7.49 -2.23 2.43
C22 8.14 -3.25 1.74
C23 7.59 -3.75 0.56
C24 6.41 -3.25 0.07
H19 5.79 -0.92 2.49
H20 7.92 -1.84 3.35
H21 9.07 -3.65 2.11
H22 8.10 -4.55 0.02
H23 5.97 -3.64 -0.84
C25 4.03 0.06 -5.23
C26 3.19 0.79 -4.20
C27 1.88 0.07 -3.90
C28 1.06 0.82 -2.84
Ge1 -0.64 -0.01 -2.44
C29 -1.30 -1.61 -3.33
C30 -1.52 -1.20 -4.79
C31 -2.14 0.20 -4.90
C32 -3.56 0.30 -4.34
H24 4.96 0.60 -5.44
H25 3.49 -0.04 -6.18
H26 4.30 -0.94 -4.90
H27 2.97 1.81 -4.54
H28 3.76 0.90 -3.26
H29 2.10 -0.95 -3.57
H30 1.30 -0.01 -4.82
H31 0.81 1.83 -3.17
H32 1.62 0.95 -1.91
H33 -1.64 0.87 -1.67
H34 -2.24 -1.90 -2.84
H35 -0.59 -2.43 -3.21
H36 -2.15 -1.93 -5.29
H37 -0.56 -1.21 -5.32
H38 -2.13 0.54 -5.93
H39 -1.48 0.94 -4.38
H40 -4.22 -0.38 -4.88
H41 -3.95 1.31 -4.45
H42 -3.61 0.03 -3.28

[3]
This record from OMol25 describes a cluster of 3 separate species, C4H14NO3 in total. The level of theory is wB97M-V/def2-TZVPD.

Output
- Total charge: +1
- Orbital gap: 11.11 eV
- Relative energy (zero: lowest compared OMol25 entry of this formula, charge and spin): 206.6 kJ/mol

Positions of all 22 atoms, in Å:
O1 1.59 1.48 1.05
C1 0.56 1.30 1.58
C2 -0.29 0.01 1.44
N1 -0.11 -0.52 0.02
C3 0.97 -1.46 -0.22
C4 -1.76 0.18 1.75
H1 0.12 2.09 2.23
H2 0.03 -0.65 2.35
H3 -1.12 -0.87 -0.34
H4 0.10 0.37 -0.59
H5 1.23 -2.15 0.65
H6 1.94 -1.09 -0.43
H7 0.67 -2.06 -1.11
H8 -2.28 1.02 1.41
H9 -2.00 0.25 2.80
H10 -2.50 -0.63 1.46
H11 0.31 1.69 -2.42
H12 1.72 1.70 -1.73
O2 0.77 1.45 -1.75
H13 -0.82 -1.86 -3.34
H14 -1.67 -2.77 -2.42
O3 -1.34 -1.87 -2.56

[4]
This record from OMol25 describes a cluster of 14 separate species, C34H30Cl53N2O5S2 in total. The level of theory is wB97M-V/def2-TZVPD.

Output
- Total charge: +1
- Orbital gap: 7.04 eV

Positions of all 126 atoms, in Å:
C1 0.32 2.72 2.19
C2 1.27 3.01 1.04
Cl1 2.95 2.84 1.59
C3 1.08 2.10 -0.19
C4 -0.37 1.78 -0.45
C5 -1.22 2.57 -1.19
C6 -2.55 2.18 -1.35
C7 -3.43 3.14 -2.12
O1 -4.49 3.51 -1.73
O2 -2.86 3.59 -3.28
C8 -3.04 0.99 -0.79
C9 -4.47 0.56 -0.99
C10 -4.61 -0.86 -1.58
C11 -5.67 -1.69 -0.84
C12 -5.51 -3.16 -1.15
O3 -4.91 -3.91 -0.42
O4 -6.02 -3.60 -2.32
C13 -2.16 0.24 -0.03
C14 -2.51 -1.03 0.71
C15 -1.90 -1.11 2.13
C16 -0.40 -1.45 2.27
S1 0.20 -2.48 0.91
C17 1.89 -1.94 0.73
S2 2.65 -1.13 1.94
N1 2.51 -2.22 -0.47
C18 1.73 -3.03 -1.43
C19 0.76 -2.20 -2.30
O5 1.24 -0.87 -2.51
C20 2.66 -0.88 -2.53
C21 3.18 -1.08 -1.11
N2 -0.87 0.65 0.08
H1 0.67 3.18 3.12
H2 -0.68 3.11 1.99
H3 0.22 1.65 2.38
H4 1.11 4.04 0.72
H5 1.58 1.16 0.06
H6 1.51 2.55 -1.08
H7 -0.83 3.48 -1.64
H8 -2.75 4.55 -3.21
H9 -4.99 0.62 -0.03
H10 -5.00 1.25 -1.65
H11 -4.93 -0.80 -2.62
H12 -3.66 -1.40 -1.58
H13 -6.67 -1.31 -1.06
H14 -5.54 -1.60 0.24
H15 -6.70 -2.99 -2.63
H16 -2.28 -1.90 0.09
H17 -3.59 -1.03 0.84
H18 -2.52 -1.81 2.70
H19 -2.03 -0.14 2.61
H20 -0.22 -1.96 3.21
H21 0.21 -0.54 2.34
H22 2.46 -3.49 -2.10
H23 1.22 -3.84 -0.92
H24 -0.22 -2.10 -1.83
H25 0.63 -2.71 -3.26
H26 3.04 -1.64 -3.22
H27 3.02 0.08 -2.90
H28 3.02 -0.17 -0.54
H29 4.26 -1.23 -1.16
H30 -0.22 0.07 0.59
C22 -6.66 1.21 -5.03
Cl2 -7.86 2.46 -5.36
Cl3 -5.18 1.97 -4.43
Cl4 -7.31 0.10 -3.80
Cl5 -6.32 0.31 -6.50
C23 1.38 -7.51 -1.30
Cl6 1.75 -6.72 -2.84
Cl7 0.13 -8.72 -1.54
Cl8 2.83 -8.27 -0.66
Cl9 0.80 -6.29 -0.15
C24 3.30 -11.12 2.62
Cl10 3.53 -9.66 3.59
Cl11 2.93 -12.48 3.69
Cl12 1.96 -10.87 1.50
Cl13 4.77 -11.46 1.71
C25 0.83 5.60 5.51
Cl14 1.30 6.97 6.50
Cl15 0.55 4.19 6.53
Cl16 -0.67 5.98 4.62
Cl17 2.10 5.23 4.34
C26 -1.92 8.44 8.82
Cl18 -3.15 9.70 8.70
Cl19 -0.33 9.19 9.02
Cl20 -2.27 7.41 10.21
Cl21 -1.93 7.46 7.35
C27 5.47 -11.34 6.78
Cl22 5.86 -9.75 6.11
Cl23 3.71 -11.52 6.90
Cl24 6.13 -12.60 5.73
Cl25 6.18 -11.48 8.39
C28 3.24 0.92 6.18
Cl26 3.81 -0.33 7.27
Cl27 4.33 2.30 6.24
Cl28 3.16 0.29 4.53
Cl29 1.62 1.44 6.68
C29 6.30 -0.77 10.90
Cl30 6.01 0.69 9.94
Cl31 5.99 -0.43 12.61
Cl32 5.21 -2.05 10.36
Cl33 7.97 -1.29 10.70
C30 -2.92 3.07 -8.00
Cl34 -2.49 1.47 -7.38
Cl35 -1.65 4.22 -7.57
Cl36 -3.08 2.98 -9.75
Cl37 -4.45 3.60 -7.30
C31 3.91 6.27 -0.89
Cl38 3.82 7.88 -1.59
Cl39 3.92 6.39 0.87
Cl40 2.49 5.33 -1.42
Cl41 5.37 5.44 -1.43
C32 1.51 -1.39 -7.95
Cl42 2.15 -2.97 -7.48
Cl43 2.69 -0.13 -7.55
Cl44 1.20 -1.38 -9.69
Cl45 0.00 -1.07 -7.09
C33 7.83 9.67 -3.26
Cl46 6.64 10.85 -3.83
Cl47 9.14 10.52 -2.44
Cl48 7.05 8.55 -2.13
Cl49 8.47 8.77 -4.63
C34 -9.35 -1.51 -9.25
Cl50 -9.17 -0.17 -8.11
Cl51 -9.83 -2.97 -8.37
Cl52 -10.58 -1.11 -10.45
Cl53 -7.80 -1.80 -10.05